[1]
Below is a molecular structure, C26H54AlN2O32S in a non-equilibrium geometry, with properties calculated with ωB97M-V/def2-TZVPD.

Summary:
electronic energy	-113752.1077	eV
HOMO	-11.85	eV
energy relative to the best compared isomer or geometry (same formula, charge and spin)	0.2202	eV
HOMO-LUMO gap	0.09881	Eh
charge	+1
E_LUMO	-9.16	eV
max |F|	0.058	hartree/bohr

The geometry in XYZ format:
```
116
Properties=species:S:1:pos:R:3:forces:R:3
Al 2.135933 -1.364798 -2.283710 -1.87 2.16 0.88
S 0.284767 0.565362 -0.611251 1.51 -1.55 -0.24
O -0.589012 1.584689 -0.100371 0.07 0.30 -0.21
O 0.116479 -0.742002 0.019517 -0.25 0.49 0.39
O 0.129010 0.334377 -2.085360 -0.52 -1.03 -1.14
O 1.742865 0.915294 -0.558318 0.24 -0.05 0.63
C -3.764589 -1.603427 3.377782 0.03 0.31 1.07
O -3.815526 -1.009006 2.086869 0.60 -0.51 -0.22
C -4.927635 -0.351066 1.766324 0.00 0.14 -0.12
O -5.901520 -0.209986 2.434172 -0.12 0.00 0.24
O -4.812385 0.186321 0.541400 -0.49 -0.19 -0.07
C -3.720719 -0.196548 -0.264494 0.22 0.36 -0.68
H -4.581773 -2.302025 3.543200 -0.11 0.13 -0.09
H -3.757542 -0.810942 4.127970 -0.35 -0.09 0.03
H -2.815248 -2.118639 3.513027 0.04 -0.03 -0.53
H -3.711804 -1.248478 -0.553689 -0.08 -0.17 0.51
H -2.787344 0.110664 0.200842 0.18 -0.19 -0.12
H -3.868900 0.337735 -1.199960 0.06 0.17 0.05
C -0.268980 0.493698 3.815630 2.07 -0.30 0.91
O -1.413409 0.513201 4.641648 -0.90 0.66 -1.00
C -1.385807 0.641456 5.972421 0.58 -0.14 0.08
O -2.372566 0.806528 6.611482 -0.44 0.04 0.22
O -0.146811 0.501375 6.454666 0.68 -0.20 -0.65
C 0.048097 0.601751 7.840724 -0.44 1.34 1.83
H 0.034227 -0.551565 3.719217 0.06 0.07 -0.41
H 0.580819 1.015557 4.270018 -0.20 -0.18 0.43
H -0.287438 1.008121 2.854102 -1.38 -0.20 -0.06
H -0.856123 0.372958 8.406341 0.07 -0.60 -0.23
H 0.244389 1.632617 8.172605 0.01 0.08 -0.65
H 0.919084 0.063184 8.199723 -0.13 -0.59 -0.56
C -6.865285 3.139000 1.059871 -1.00 0.11 1.17
O -5.495071 3.197297 1.418193 0.99 -0.49 -0.76
C -5.185838 3.162605 2.717428 -0.62 0.96 -0.01
O -5.977077 3.239469 3.609048 0.03 -0.36 0.05
O -3.867625 3.196112 2.937380 0.18 -0.28 0.57
C -2.917629 3.067184 1.906044 0.48 0.18 -0.27
H -7.378635 4.002169 1.489038 0.05 0.15 -0.32
H -7.360462 2.285099 1.525648 0.27 -0.22 -0.16
H -6.969443 3.098883 -0.016467 0.32 0.07 -0.08
H -2.877039 2.049879 1.512822 -0.30 0.10 -0.27
H -1.931084 3.254135 2.335534 -0.19 0.02 0.37
H -3.063926 3.833886 1.143278 -0.18 -0.30 -0.26
C 0.427150 -5.321115 -4.765429 0.93 0.37 0.35
O -0.707991 -4.462745 -4.740567 -0.52 -0.02 0.11
C -0.603819 -3.307506 -4.133245 0.06 0.22 0.32
O 0.454130 -2.855347 -3.709318 1.02 0.69 0.33
O -1.780292 -2.736748 -4.041621 0.03 -0.37 -0.53
C -1.864367 -1.407070 -3.525747 0.36 -0.02 0.38
H 0.986794 -5.271907 -3.830736 -0.38 -0.05 0.17
H 1.147268 -4.970550 -5.504669 -0.29 -0.28 -0.40
H 0.052362 -6.322468 -4.924980 0.04 -0.02 -0.28
H -2.069321 -1.494782 -2.459345 -0.15 0.22 -0.01
H -2.657422 -0.904419 -4.066254 -0.13 -0.07 0.04
H -0.925294 -0.879629 -3.643624 -0.04 0.00 -0.17
C 2.918182 0.262510 2.282883 0.06 0.09 -0.68
O 3.039014 -1.134390 2.597217 -0.18 -0.06 -0.07
C 2.913604 -2.020526 1.628032 0.22 -0.04 0.53
O 2.905843 -1.787164 0.433095 -0.40 0.11 -0.59
O 2.879938 -3.213920 2.194167 -0.05 -0.09 -0.01
C 2.928982 -4.345142 1.330660 0.42 0.08 -0.58
H 2.129453 0.409143 1.551834 -0.08 0.01 0.24
H 3.831336 0.633493 1.817577 0.10 -0.04 0.22
H 2.723725 0.782954 3.211752 0.04 -0.06 0.08
H 3.159313 -5.197708 1.957585 -0.26 -0.06 0.07
H 3.731646 -4.228912 0.596917 0.03 0.05 0.11
H 2.006044 -4.446532 0.767266 -0.09 -0.09 0.25
C 1.112388 2.953142 -3.503439 -0.44 0.43 -0.29
O 2.062092 2.830437 -4.570610 0.03 -0.20 -0.41
C 2.519442 1.610824 -4.822387 0.43 1.18 0.40
O 2.121331 0.616606 -4.256553 -0.18 -1.40 0.70
O 3.509868 1.596160 -5.676964 -0.08 -0.17 -0.14
C 3.892982 2.793426 -6.404235 1.03 -1.12 -0.52
H 0.244730 2.320956 -3.669310 0.25 -0.36 0.14
H 0.732171 3.970104 -3.575153 0.31 0.11 0.15
H 1.635454 2.765324 -2.568240 -0.26 -0.11 0.14
H 4.876559 2.517099 -6.788926 0.01 0.12 0.14
H 4.016930 3.655542 -5.764069 -0.53 0.17 -0.04
H 3.273807 2.859703 -7.293908 -0.42 0.59 0.33
C 1.160041 -6.464613 -1.129939 0.22 -0.03 -0.14
O -0.007052 -5.999685 -0.450542 -0.09 -0.16 -0.36
C -0.187097 -4.686260 -0.364820 0.70 -0.08 0.64
O 0.398998 -3.845738 -1.014280 -0.06 0.24 -0.39
O -1.002925 -4.468435 0.637617 -0.89 -0.30 0.05
C -1.538014 -3.153035 0.799522 0.76 0.63 0.33
H 0.935826 -7.392063 -1.648900 -0.25 -0.09 0.27
H 1.920055 -6.633558 -0.368445 0.13 -0.09 -0.16
H 1.513854 -5.763676 -1.881508 -0.02 0.23 0.22
H -1.657962 -2.688875 -0.174941 -0.23 0.09 0.08
H -0.830639 -2.561729 1.386251 0.05 0.03 -0.24
H -2.442706 -3.188581 1.393764 -0.24 -0.44 -0.34
C 6.502378 -1.499591 0.397259 0.89 -0.18 0.34
O 6.389565 -0.087318 0.253557 0.31 0.00 0.13
C 5.372522 0.418852 -0.406042 -0.31 0.09 0.00
O 4.488611 -0.192223 -0.967164 -0.16 -0.45 -0.78
O 5.455166 1.729039 -0.336158 0.22 0.43 0.38
C 4.490677 2.475391 -1.057212 -0.34 0.35 -1.36
H 6.073683 -1.800778 1.352732 -0.59 -0.14 -0.31
H 7.565333 -1.708901 0.524832 0.03 0.23 -0.21
H 6.172970 -2.031103 -0.489315 -0.45 -0.04 0.16
H 4.455759 2.103575 -2.088236 -0.14 -0.09 0.13
H 4.817975 3.508747 -1.136940 0.31 -0.07 0.43
H 3.492669 2.458556 -0.633954 0.14 -0.29 0.30
C 0.721905 4.233648 0.692100 0.61 1.01 -1.23
N 1.599951 3.751907 1.775884 -0.78 -0.84 0.29
O 1.188920 3.818615 2.911222 -0.05 0.15 0.11
O 2.663373 3.265012 1.452325 0.35 0.08 -0.06
H 0.872437 5.314228 0.659398 -0.22 0.00 0.16
H -0.329545 3.994333 0.757199 0.05 -0.19 0.70
H 1.127502 3.847246 -0.238173 0.00 -0.15 0.07
C -2.913116 2.400498 -2.421066 -0.66 -1.39 0.59
N -2.627724 3.612397 -3.204317 -0.22 -0.05 -0.27
O -2.914508 4.681368 -2.712275 0.21 -0.13 -0.08
O -2.126918 3.442772 -4.304608 0.05 0.14 0.30
H -2.034866 2.041111 -1.893151 0.26 0.46 -0.02
H -3.232508 1.569255 -3.047915 0.18 0.38 -0.56
H -3.720043 2.528614 -1.703779 0.16 0.70 0.03
```
Positions in Å, forces in eV/Å.


[2]
Below is a molecular structure, C26H54CaN2O3P in a non-equilibrium geometry, with properties calculated with ωB97M-V/def2-TZVPD.

Summary:
electronic energy	-64675.1981	eV
HOMO	-9.40	eV
HOMO-LUMO gap	0.16318	Eh
charge	+1
E_LUMO	-4.96	eV
max |F|	0.154	hartree/bohr

The geometry in XYZ format:
```
87
Properties=species:S:1:pos:R:3:forces:R:3
C -3.117577 0.620136 -4.598587 1.06 0.06 -1.22
C -2.501926 -0.536864 -5.538067 -0.36 -0.48 0.10
C -3.515257 -1.729382 -5.894080 -0.11 0.60 0.49
C -4.097483 -2.566592 -4.659287 0.99 0.00 -0.90
C -3.001125 -3.011059 -3.566314 -1.93 0.47 0.34
C -3.594397 -2.685446 -2.072761 0.62 -0.89 0.23
C -2.405771 -2.214277 -1.029671 -1.19 -0.54 -0.07
C -2.184366 -3.257480 0.146327 0.10 -0.29 -0.91
C -0.666149 -3.682454 0.218165 0.18 -0.61 0.49
C -0.128518 -3.938106 1.670859 -0.01 -0.09 0.12
C -0.290427 -2.754397 2.697091 0.51 0.18 -0.45
C 1.002792 -1.814988 2.837232 -0.45 -1.04 0.41
C 1.584336 -1.851410 4.312931 -0.98 0.15 0.04
C 1.816233 -0.457985 5.010556 0.76 -0.44 0.18
C 2.383936 0.691332 4.109708 0.37 0.69 0.22
C 1.459928 1.961781 4.058800 0.25 -0.73 1.33
C -0.036569 1.624668 3.783395 -0.28 0.80 -0.36
C -0.425917 1.668524 2.268954 -1.23 0.71 0.48
N 0.501259 2.445115 1.452091 -0.03 -1.06 -0.22
C 0.333845 2.283045 0.022474 0.36 0.93 0.50
C 1.295522 3.347559 -0.675258 -0.26 -0.81 -0.79
C 2.758547 2.823694 -0.855502 0.65 0.62 0.77
C 3.449721 2.478871 0.530069 0.29 0.42 -0.81
C 5.022970 2.411582 0.377936 -0.75 -0.14 0.42
C 5.498120 1.537235 -0.833768 0.81 0.32 0.63
N 5.326051 0.094911 -0.603298 -0.19 0.14 -0.37
C 0.740910 0.882221 -0.519035 0.01 -1.82 -3.69
O 1.221525 -0.024806 0.153500 -0.20 0.50 1.66
O 0.596138 0.697446 -1.822689 -1.11 1.30 2.01
P -1.426663 2.680635 -0.632204 0.38 0.68 -2.05
C -1.811093 4.380088 0.124296 0.02 -0.53 0.05
O -2.565362 1.503789 -0.071556 -0.07 -0.64 0.00
H -2.796655 0.526055 -3.506580 1.93 4.69 -6.10
H -2.692974 1.585053 -4.964623 -0.62 -0.67 0.60
H -4.241454 0.609294 -4.702471 0.83 0.26 0.40
H -1.532767 -0.902330 -5.106669 -0.80 0.29 -0.36
H -2.228381 -0.040515 -6.501544 -0.24 -0.41 0.84
H -3.061190 -2.418838 -6.644639 -0.11 0.57 0.73
H -4.385384 -1.249417 -6.416480 0.66 -0.50 0.42
H -4.969705 -2.003326 -4.219581 0.71 -0.41 -0.08
H -4.540475 -3.504283 -5.078944 0.15 0.92 0.39
H -2.907550 -4.116729 -3.627785 0.15 0.84 0.18
H -1.983212 -2.588076 -3.748910 -0.75 -0.10 0.25
H -4.411115 -1.845289 -2.129123 -0.42 -3.80 0.65
H -4.117862 -3.593108 -1.711024 0.31 0.81 -0.11
H -1.457187 -2.212296 -1.622098 -0.59 0.62 0.50
H -2.688668 -1.168122 -0.623297 0.88 -1.47 0.02
H -2.766111 -4.160551 -0.170669 0.44 0.66 0.52
H -2.618357 -2.923684 1.112425 0.44 0.01 -0.69
H 0.036604 -2.983510 -0.291958 -0.74 -0.07 0.38
H -0.583244 -4.656706 -0.336003 0.02 0.86 0.39
H 0.958224 -4.195491 1.567031 -0.90 0.21 0.15
H -0.615301 -4.850165 2.099912 0.24 0.65 -0.45
H -0.541015 -3.206978 3.682957 0.10 0.43 -0.64
H -1.152281 -2.102151 2.388714 0.57 -0.59 0.36
H 1.791498 -2.239300 2.164799 -0.73 0.80 0.26
H 0.689605 -0.803857 2.501284 0.79 -0.69 0.23
H 0.819346 -2.388491 4.934485 0.77 0.36 -0.34
H 2.497725 -2.492755 4.343721 -0.55 0.69 -0.07
H 2.572325 -0.643979 5.819595 -0.71 0.16 -0.58
H 0.896297 -0.124164 5.557649 0.71 -0.31 -0.64
H 2.644335 0.399795 3.066112 -0.38 -0.18 0.70
H 3.348462 1.022921 4.580487 -0.73 -0.23 -0.56
H 1.916815 2.706913 3.373836 -0.61 -0.54 0.25
H 1.508416 2.424473 5.083506 -0.09 -0.38 -0.82
H -0.367702 0.636936 4.188725 0.54 0.77 -0.22
H -0.665996 2.381891 4.318426 0.49 -0.55 -0.42
H -1.431088 2.186294 2.197618 0.53 -0.70 0.20
H -0.592953 0.634896 1.888051 0.62 0.73 -0.09
H 0.476426 3.427956 1.714453 0.00 -0.28 -0.05
H 1.341940 4.302124 -0.087508 -0.29 -0.80 -0.44
H 0.858133 3.525200 -1.691906 0.46 0.18 0.76
H 3.354122 3.688272 -1.262611 -0.55 -0.66 0.19
H 2.863908 2.007743 -1.605032 -0.48 0.46 0.66
H 3.079370 1.524373 0.963999 0.05 0.72 -0.39
H 3.160961 3.323400 1.211795 0.40 -0.85 -0.29
H 5.391683 1.916600 1.317464 -0.04 0.41 -0.80
H 5.462538 3.441976 0.389233 -0.35 -0.77 -0.34
H 6.595731 1.737430 -0.967428 -0.88 -0.21 0.03
H 5.018540 1.798058 -1.802931 0.22 -0.07 0.76
H 4.360666 -0.196568 -0.742318 0.17 0.13 0.19
H 5.617103 -0.178714 0.331826 -0.12 0.16 -0.20
H -2.012762 5.035225 -0.758999 0.09 -0.55 0.78
H -2.710290 4.358831 0.782668 0.75 0.09 -0.34
H -0.905702 4.775482 0.641694 -0.81 -0.26 -0.11
H -2.122960 0.704298 0.255028 0.28 0.53 0.51
Ca -3.383661 -0.499483 -2.558667 0.01 -0.43 4.18
```
Positions in Å, forces in eV/Å.